No. 1
Below is a 2-piece molecular cluster, C11H7F2O2 overall in a non-equilibrium geometry, with properties calculated with ωB97M-V/def2-TZVPD.

Computed properties:
- charge = -1
- <S²> = 2.04
- Kohn-Sham gap (alpha / beta) (eV) = 5.2 / 5.0
- HOMO (alpha / beta) (eV) = -1.853 / -3.333
- energy (a.u.) = -773.4419
- E_LUMO (alpha / beta) (eV) = 3.311 / 1.650
- multiplicity = 3

The geometry in XYZ format:
```
22
C11H7F2O2 (ωB97M-V/def2-TZVPD)
F -2.6444 3.7944 1.0170
F 2.6420 0.4612 -1.3288
O 3.5870 1.0748 1.2756
O 4.9925 -0.2848 0.0887
C 1.1907 -1.3022 0.1441
C -1.5847 0.9666 -1.1872
C 1.2509 0.6334 -1.4615
C -1.9252 3.0899 0.0415
C -0.9215 -2.1166 0.9123
C 0.4645 -2.2113 0.8744
C -1.5589 -1.0969 0.2190
C -0.8516 -0.1594 -0.5112
C -2.2737 1.8346 -0.1699
C 0.5642 -0.2594 -0.5799
C 4.2583 0.3951 0.6478
H 2.2689 -1.3924 0.0952
H 0.9678 -3.0030 1.4176
H -0.8736 1.5620 -1.7592
H -2.6400 -1.0348 0.2562
H -1.5015 -2.8349 1.4791
H -3.0771 1.3402 0.3988
H -2.3345 0.5436 -1.8697
```

natural (NBO) population analysis, charges in e, atoms 1 to 2: -0.373, -0.462

No. 2
Below is C11H7N2O6Sc as an isolated structure in a non-equilibrium geometry, with properties calculated with ωB97M-V/def2-TZVPD.

Computed properties:
- charge = +2
- energy relative to the best compared isomer or geometry (same formula, charge and spin) (kcal/mol) = 0.00
- Kohn-Sham gap (eV) = 6.1
- HOMO (eV) = -16.096
- energy (a.u.) = -1744.4256
- E_LUMO (eV) = -10.025

The geometry in XYZ format:
```
27
C11H7N2O6Sc (ωB97M-V/def2-TZVPD)
Sc -0.5038 0.1767 -1.8997
O 0.2730 0.2004 -7.3595
O -3.7893 0.1420 -0.8189
O -1.5652 -1.9019 3.1303
O -0.8620 3.5924 -2.3375
O -0.7934 -3.2541 -2.2423
O 2.3222 0.1756 -3.8542
N 0.2876 0.2564 0.1714
N -0.1759 -1.1358 4.7966
C 1.3872 1.0053 0.4372
C 0.1633 -0.4141 2.4966
C -0.6130 -1.2209 3.4948
C 1.2970 0.3660 2.7671
C -0.7211 -2.1074 -2.1345
C -0.7596 2.4523 -2.2259
C 0.1924 0.1996 -6.2174
C 1.3173 0.1787 -3.2756
C -2.7168 0.1474 -1.2399
C -0.3115 -0.4610 1.1713
C 1.9011 1.0689 1.7336
H -1.1801 -1.0765 0.8990
H 1.8680 1.5587 -0.3726
H 1.7047 0.4264 3.7713
H 0.5845 -0.5488 5.1290
H -1.3647 0.1511 -3.3982
H 2.7762 1.6819 1.9156
H -0.7180 -1.6591 5.4624
```

natural (NBO) population analysis, charges in e, atoms 1 to 2: 1.251, -0.429

No. 3
Below is C11H7NO4Pb as an isolated structure in a non-equilibrium geometry, with properties calculated with ωB97M-V/def2-TZVPD.

Computed properties:
- charge = +2
- Kohn-Sham gap (eV) = 6.6
- HOMO (eV) = -15.030
- energy (a.u.) = -970.9542
- E_LUMO (eV) = -8.469

The geometry in XYZ format:
```
24
C11H7NO4Pb (ωB97M-V/def2-TZVPD)
Pb 0.7505 2.7331 -0.6949
O 2.8811 1.4920 -2.9836
O 3.0374 2.0606 1.7373
O -1.4959 3.3896 -3.0827
O -1.3690 3.8536 1.6648
N 0.4192 0.7279 0.0226
C -1.8067 -3.1240 1.6922
C -0.6247 3.4947 0.8530
C -1.2857 -1.8321 1.5324
C 0.1241 -0.4243 0.3340
C 2.1631 1.9457 -2.1957
C -0.4751 -3.9196 -0.2203
C 2.3486 2.4377 0.9160
C -0.3982 -1.7239 0.5069
C 0.0582 -2.6354 -0.3977
C -1.4066 -4.1720 0.8214
C -0.7105 3.1746 -2.2552
H 1.2834 4.7153 -0.5944
H 1.8251 4.4143 -1.1871
H -1.8096 -5.1516 0.9476
H 0.7565 -2.4211 -1.1857
H -2.5065 -3.3103 2.4708
H -1.5827 -1.0233 2.1742
H -0.1760 -4.7014 -0.8761
```

natural (NBO) population analysis, charges in e, atoms 1 to 2: 0.760, -0.278

No. 4
Below is a 34-piece molecular cluster, C11H83N2O33 overall in a non-equilibrium geometry, with properties calculated with ωB97M-V/def2-TZVPD.

Computed properties:
- charge = -1
- Kohn-Sham gap (eV) = 3.6
- HOMO (eV) = -2.466
- energy (a.u.) = -3061.3497
- E_LUMO (eV) = 1.109

The geometry in XYZ format:
```
129
C11H83N2O33 (ωB97M-V/def2-TZVPD)
O 0.3645 4.0009 4.8520
O -1.3325 0.1678 -10.1893
O -0.6486 -4.5724 -0.0954
O -7.9258 -7.2217 -0.2502
O -1.0080 0.6438 -6.9593
O 4.5727 7.8084 2.2241
O 0.2768 -1.7517 -7.9268
O -1.9390 2.2685 4.1600
O -6.4754 -2.1229 -1.0807
O 1.1662 -6.9998 -1.1240
O 8.4511 0.6921 6.6862
O 7.8422 5.1462 4.0649
O -8.0164 -3.8774 -9.7544
O -2.5710 -3.3723 4.2540
O -8.7198 -2.4940 -7.0613
O -8.7045 -3.6934 -3.8475
O -1.2578 -1.0765 3.4515
O -3.7862 -2.1986 -2.8972
O -6.2846 -3.4709 -5.6299
O -5.9575 -0.9707 -4.1847
O -1.5894 -0.3423 -4.1093
O 5.1339 4.9018 2.1019
O 5.7211 0.0341 -1.0932
O 2.4062 6.4699 3.8259
O -6.6069 -4.9577 -2.0640
O 3.0031 0.3678 -3.2606
O 7.9311 1.6151 3.8478
O 1.5805 -1.6741 3.9914
O -5.5287 -0.9782 1.5543
O -1.9398 4.6848 1.3881
O 7.8811 3.6451 7.0691
O 5.6050 2.9445 5.0048
O 8.9496 -2.2702 6.0279
N 4.7631 1.0334 2.9521
N 0.2693 2.7418 1.6656
C -0.3134 -1.2396 -1.1553
C 3.9258 1.5971 1.8757
C -1.3266 -0.6508 -0.3909
C -1.1223 0.6426 0.0362
C 1.0305 0.7536 -1.0820
C 0.8569 -0.5917 -1.5055
C 1.6493 2.7305 2.0636
C 0.1791 2.7732 0.2222
C -2.6021 -1.3670 0.0147
C 0.0318 1.3372 -0.3167
C 2.4043 1.3708 2.0845
H 4.2555 1.1325 0.9425
H 8.5587 4.6060 3.7113
H -2.1272 -3.7648 5.0120
H -6.2293 -0.5574 1.0483
H -7.1414 -3.9127 -5.6696
H 4.7434 0.0225 2.9462
H -1.0439 -0.5894 2.6399
H -5.7788 -4.8875 -2.5525
H -9.0223 -2.6658 -6.1603
H -1.8869 0.2691 -7.0741
H 4.4236 1.3856 3.8342
H 4.1540 7.9474 3.0836
H -1.0647 -0.7014 -9.8642
H 1.7135 3.1186 3.0906
H 8.2855 0.7871 4.1873
H -6.6703 -0.5350 -4.6593
H 6.0133 0.4564 -0.2767
H 8.0665 3.3716 7.9737
H -7.9625 -3.0894 -3.7268
H 1.7967 -6.5764 -1.7134
H -3.4350 -1.0450 -0.6027
H -5.9503 -1.8832 -4.5038
H -2.2801 0.0901 -10.3358
H 3.7759 0.2287 -2.6960
H -8.2043 -3.4601 -8.9050
H -8.1622 -6.2888 -0.2920
H -1.2261 0.2432 -4.7833
H -0.8532 -0.5043 -3.5020
H -0.5623 3.8275 5.0571
H 2.2422 3.4295 1.4364
H -8.7250 -4.5170 -9.8672
H 1.0503 3.2547 -0.2553
H 1.7280 -1.9885 3.0945
H -9.0154 -3.8449 -2.9504
H 1.6142 -1.0935 -2.0874
H -0.7283 3.2962 -0.0999
H -0.5839 0.5057 -7.8144
H -1.5817 -1.9377 3.1527
H -6.7196 -2.9972 -1.4037
H -2.8187 -1.0717 1.0415
H 6.4909 -0.4456 -1.4122
H 9.3239 1.0769 6.5597
H 2.0498 0.6844 1.3151
H -6.1951 -1.6417 -1.8697
H -1.8504 1.1493 0.6626
H -3.2980 -2.8661 4.6314
H -2.8875 -1.8547 -2.8245
H 3.3351 0.9083 -3.9840
H 2.2550 0.8856 3.0508
H 1.8900 1.3572 -1.3283
H 5.4626 8.1606 2.3206
H -1.6352 3.8127 1.7084
H -2.9005 4.6490 1.3838
H 8.2519 5.6580 4.7683
H -0.7754 -4.3051 0.8215
H -5.8278 -3.7528 -6.4290
H 8.7676 -1.4251 6.4616
H 6.0159 5.2843 2.1288
H 8.1068 -2.7324 6.0478
H -1.1412 2.3164 3.5924
H -2.4253 -2.4413 -0.0351
H -4.3149 -1.4102 -3.0681
H 1.6315 6.0180 4.1850
H 6.4818 3.3327 4.8965
H -1.4212 -5.1095 -0.3017
H -5.4769 -1.8606 1.1734
H 2.9650 5.7465 3.5173
H 5.0099 3.6852 4.8447
H 0.3744 4.0334 3.8849
H 0.7732 -6.2640 -0.6346
H -0.4561 -2.2680 -1.4827
H 0.6666 -1.3423 3.9645
H -2.2733 1.3904 3.9450
H 4.5611 5.6558 1.9058
H -6.8292 -5.8950 -2.0986
H 7.8474 1.4296 6.5168
H -7.9255 -7.4213 0.6907
H 1.0649 -2.2196 -8.2194
H 4.1370 2.6641 1.8266
H 7.7011 4.5876 7.1264
H 0.5071 -1.3863 -7.0639
H 6.9629 1.4955 3.8836
H -7.9869 -1.8779 -6.9589
```

Mulliken population analysis, charges in e, atoms 1 to 2: -0.656, -0.646

charge of number 4 (C11H83N2O33)?
-1

What did the second record say?
Below is C11H7N2O6Sc as an isolated structure in a non-equilibrium geometry, with properties calculated with ωB97M-V/def2-TZVPD.

Computed properties:
- charge = +2
- energy relative to the best compared isomer or geometry (same formula, charge and spin) (kcal/mol) = 0.00
- Kohn-Sham gap (eV) = 6.1
- HOMO (eV) = -16.096
- energy (a.u.) = -1744.4256
- E_LUMO (eV) = -10.025

The geometry in XYZ format:
```
27
C11H7N2O6Sc (ωB97M-V/def2-TZVPD)
Sc -0.5038 0.1767 -1.8997
O 0.2730 0.2004 -7.3595
O -3.7893 0.1420 -0.8189
O -1.5652 -1.9019 3.1303
O -0.8620 3.5924 -2.3375
O -0.7934 -3.2541 -2.2423
O 2.3222 0.1756 -3.8542
N 0.2876 0.2564 0.1714
N -0.1759 -1.1358 4.7966
C 1.3872 1.0053 0.4372
C 0.1633 -0.4141 2.4966
C -0.6130 -1.2209 3.4948
C 1.2970 0.3660 2.7671
C -0.7211 -2.1074 -2.1345
C -0.7596 2.4523 -2.2259
C 0.1924 0.1996 -6.2174
C 1.3173 0.1787 -3.2756
C -2.7168 0.1474 -1.2399
C -0.3115 -0.4610 1.1713
C 1.9011 1.0689 1.7336
H -1.1801 -1.0765 0.8990
H 1.8680 1.5587 -0.3726
H 1.7047 0.4264 3.7713
H 0.5845 -0.5488 5.1290
H -1.3647 0.1511 -3.3982
H 2.7762 1.6819 1.9156
H -0.7180 -1.6591 5.4624
```

natural (NBO) population analysis, charges in e, atoms 1 to 2: 1.251, -0.429

Which of these has the lowest energy?
C11H83N2O33

energy of number 3 (C11H7NO4Pb)?
-970.9542 a.u.